Version A
The following is a DFT calculation (wB97M-V/def2-TZVPD) of the ion C4H11N3 with charge -1.

Element x y z (Å)
C: -0.04 0.33 -1.88
C: -0.58 -0.75 -0.86
C: 0.12 -0.64 0.46
C: -0.42 0.06 1.46
N: 0.38 0.37 2.62
N: 1.41 -1.14 0.50
N: -0.97 1.47 -2.00
H: 0.02 -0.13 -2.88
H: 0.92 0.58 -1.44
H: -1.64 -0.50 -0.76
H: -0.51 -1.73 -1.34
H: -1.46 0.32 1.53
H: 0.06 1.17 3.13
H: 0.53 -0.40 3.22
H: 1.80 -1.60 -0.32
H: 2.13 -0.48 0.81
H: -1.54 1.29 -2.81
H: -0.44 2.33 -2.09

Its spin multiplicity is 2. As for the total charge: -1. For the HOMO energy (alpha / beta), the calculation gives 1.43 / -4.17 eV. Its expectation value of S² is 0.750. As for the orbital gap (alpha / beta): 2.62 / 8.05 eV.

The computed Löwdin charges, all in e, follow: -0.532 -0.224 -0.439 -0.209 -0.017 0.048 -0.064 0.017 0.041 0.086 0.068 0.087 0.032 0.044 0.025 0.051 -0.007 -0.005

***

Version B
The following is a DFT calculation (wB97M-V/def2-TZVPD) of the ion C4H11N3 with charge -1.

Element x y z (Å)
C: 0.69 -0.85 2.12
C: -0.20 0.37 1.81
C: -0.29 0.91 0.36
N: -0.61 -0.21 -0.49
C: -0.19 -0.40 -1.81
N: 0.68 0.56 -2.25
N: -0.68 -1.39 -2.46
H: 0.10 -1.78 2.11
H: 1.55 -0.90 1.44
H: 1.11 -0.74 3.13
H: -1.24 0.16 2.13
H: 0.00 1.22 2.46
H: 0.63 1.38 0.03
H: -1.08 1.68 0.43
H: -1.45 -0.71 -0.26
H: 0.46 1.54 -2.11
H: 1.02 0.39 -3.19
H: -0.50 -1.24 -3.45

Its spin multiplicity is 2. As for the total charge: -1. For the HOMO energy (alpha / beta), the calculation gives 1.20 / -4.81 eV. Its expectation value of S² is 0.750. As for the orbital gap (alpha / beta): 2.78 / 8.68 eV.

The computed Löwdin charges, all in e, follow: -0.148 -0.304 -0.377 0.018 -0.769 0.035 0.042 0.062 0.061 0.046 0.087 0.071 0.053 0.054 0.111 -0.036 0.009 -0.015

***

The structure with the least stability is version A.

***

Version A
The following is a DFT calculation (wB97M-V/def2-TZVPD) of a cluster of 2 separate species, C3H11N2S in total.

Element x y z (Å)
C: -0.87 2.17 2.32
C: -1.18 2.40 0.87
S: 0.21 1.86 -0.25
H: -0.92 1.10 2.54
H: 0.04 2.61 2.71
H: -1.71 2.59 2.88
H: -1.23 3.45 0.58
H: -2.07 1.88 0.51
H: 0.95 1.34 0.74
N: 1.30 -1.33 -1.50
C: 0.92 -2.47 -2.09
N: 0.56 -3.52 -1.40
H: 1.57 -1.32 -0.53
H: 0.84 -0.47 -1.80
H: 1.09 -2.60 -3.15
H: 0.33 -4.33 -1.96
H: 0.18 -3.37 -0.47

As for the total charge: +1. For the HOMO energy, the calculation gives -12.23 eV. As for the orbital gap: 7.65 eV.

The computed Löwdin charges, all in e, follow: -0.183 -0.565 0.657 0.073 0.077 0.082 0.058 0.061 -0.162 0.167 -0.142 0.212 0.124 0.083 0.166 0.139 0.152

***

Version B
The following is a DFT calculation (wB97M-V/def2-TZVPD) of a cluster of 2 separate species, C3H11N2S in total.

Element x y z (Å)
C: 0.25 -2.27 0.66
S: 0.67 -0.58 1.16
C: 2.14 -0.36 0.11
H: 1.17 -2.84 0.57
H: -0.26 -2.30 -0.30
H: -0.36 -2.72 1.44
H: 2.62 0.57 0.40
H: 2.84 -1.17 0.29
H: 1.86 -0.34 -0.94
N: -0.55 2.25 -0.07
C: -1.72 1.79 -0.45
N: -1.93 0.54 -0.77
H: 0.26 1.68 0.13
H: -0.39 3.24 -0.11
H: -2.60 2.39 -0.24
H: -2.86 0.22 -0.96
H: -1.14 -0.08 -0.91

As for the total charge: +1. For the HOMO energy, the calculation gives -12.54 eV. As for the orbital gap: 8.85 eV.

The computed Löwdin charges, all in e, follow: -0.386 0.742 -0.399 0.041 0.029 0.038 0.036 0.042 0.038 0.179 -0.176 0.199 0.061 0.142 0.169 0.145 0.101

***

The structure with the least stability is version A.

***

Version A
The following is a DFT calculation (wB97M-V/def2-TZVPD) of the ion C3H11N2S with charge +1.

Element x y z (Å)
C: 0.60 -1.62 -0.69
C: -0.99 1.77 -0.26
C: 0.45 -0.19 -0.33
N: -0.82 0.34 -0.50
N: 0.86 0.01 1.26
S: -2.18 -0.59 0.50
H: 0.35 -1.72 -1.67
H: 1.54 -2.13 -0.40
H: 0.00 -2.48 -0.32
H: -2.05 1.87 -0.33
H: -0.51 2.16 0.74
H: -0.31 2.25 -0.92
H: 1.20 0.42 -0.85
H: 0.10 -0.64 1.49
H: 0.50 0.88 1.58
H: 1.85 -0.07 1.33
H: -2.48 -0.94 -0.72

As for the total charge: +1. For the HOMO energy, the calculation gives -14.05 eV. As for the orbital gap: 10.15 eV. Its SMILES is C[C@H]([NH3+])N(C)S.

The computed Löwdin charges, all in e, follow: -0.058 -0.124 -0.405 -0.405 0.234 0.832 0.064 0.111 0.097 0.066 0.110 0.084 0.164 0.102 0.104 0.148 -0.123

***

Version B
The following is a DFT calculation (wB97M-V/def2-TZVPD) of a cluster of 2 separate species, C3H11N2S in total.

Element x y z (Å)
C: -3.05 -0.50 0.99
C: -1.59 -0.44 0.66
S: -1.44 1.07 -0.45
H: -3.60 -0.74 0.16
H: -3.37 0.49 1.36
H: -3.21 -1.40 1.77
H: -0.96 -0.33 1.62
H: -1.14 -1.32 0.21
H: -2.69 1.17 -0.97
N: 1.53 0.57 -1.00
C: 2.63 0.40 -0.20
N: 3.71 -0.27 -0.57
H: 1.56 0.13 -1.87
H: 0.82 1.25 -0.76
H: 2.64 0.99 0.65
H: 4.61 -0.35 -0.13
H: 3.56 -0.70 -1.46

As for the total charge: +1. For the HOMO energy, the calculation gives -12.56 eV. As for the orbital gap: 8.47 eV.

The computed Löwdin charges, all in e, follow: -0.224 -0.568 0.691 0.026 0.078 0.137 0.098 0.059 -0.106 0.171 -0.094 0.202 0.109 0.006 0.135 0.148 0.131

***

The structure with the least stability is version A.

***

Version A
The following is a DFT calculation (wB97M-V/def2-TZVPD) of the molecule C4H7BrOS.

Element x y z (Å)
C: -1.31 0.19 0.25
C: -0.03 -0.03 1.15
C: -0.73 0.87 -1.02
C: 1.04 -0.35 0.14
O: 0.42 0.10 -1.40
S: 1.31 -2.06 -0.10
Br: 2.72 0.69 0.07
H: -1.86 -0.77 -0.14
H: -2.09 0.74 0.83
H: 0.10 0.76 1.74
H: -0.10 -0.88 1.71
H: -1.54 0.77 -1.77
H: -0.51 2.00 -0.89
H: 2.58 -2.02 -0.56

For the HOMO energy, the calculation gives -9.32 eV. As for the orbital gap: 9.88 eV. Its SMILES is S[C@]1(Br)CCCO1.

The computed Löwdin charges, all in e, follow: -0.152 -0.223 -0.277 -1.059 -0.278 0.786 0.677 0.146 0.114 0.070 0.063 0.115 0.136 -0.119

***

Version B
The following is a DFT calculation (wB97M-V/def2-TZVPD) of the molecule C4H7BrOS.

Element x y z (Å)
C: -1.01 0.46 -0.09
C: 0.40 0.94 0.14
C: -1.35 -0.88 0.40
C: 1.46 -0.04 -0.39
O: 1.36 -1.28 0.23
S: -0.11 -2.14 -0.06
Br: 3.30 0.52 0.05
H: -1.61 1.36 0.13
H: -1.06 0.29 -1.20
H: 0.59 1.88 -0.26
H: 0.62 0.87 1.26
H: -1.67 -0.83 1.46
H: -2.31 -1.08 -0.12
H: 1.40 -0.07 -1.55

For the HOMO energy, the calculation gives -9.24 eV. As for the orbital gap: 9.80 eV. Its SMILES is Br[C@@H]1CCCSO1.

The computed Löwdin charges, all in e, follow: -0.302 -0.252 -0.497 -0.831 -0.570 0.964 0.687 0.128 0.124 0.088 0.145 0.090 0.096 0.129

***

The structure with the least stability is version A.